(1)
Computed, not measured: a molecular structure, C9H10BiO5 at a distorted geometry, with ωB97M-V/def2-TZVPD.

CARTESIAN COORDINATES (ANGSTROEM)
Bi 0.000 0.000 -0.136
O -0.007 3.796 0.319
O 0.000 0.000 2.266
O 3.783 0.007 0.066
O -3.775 -0.006 0.066
O 0.007 -3.795 0.319
C -0.005 2.662 0.166
C 0.001 -0.709 -2.573
C 0.000 0.000 3.518
C -0.001 0.708 -2.573
C -2.647 -0.007 -0.031
C -1.112 0.714 4.195
C 1.112 -0.714 4.194
C 0.005 -2.662 0.167
C 2.639 0.007 -0.032
H 0.978 -0.625 5.274
H -0.931 -1.256 -2.772
H -1.105 1.779 3.897
H 0.931 1.255 -2.772
H -0.977 0.625 5.275
H -0.935 1.252 -2.772
H 2.078 -0.268 3.892
H -2.078 0.268 3.893
H 0.935 -1.252 -2.772
H 1.105 -1.779 3.896

Charge = +3
E = -25536.5712 eV
LUMO level = -0.51975 hartree
E_HOMO = -21.2 eV
Orbital gap = 7.073 eV


(2)
Computed, not measured: C9H10Br2Si in the gas phase at a distorted geometry, with ωB97M-V/def2-TZVPD.

CARTESIAN COORDINATES (ANGSTROEM)
Br 3.093 -0.661 1.352
Br 2.565 0.491 -1.985
Si 1.505 0.173 -0.016
C 0.985 1.943 0.779
C 0.026 -0.993 -0.233
C -2.193 -2.618 -0.796
C 0.671 2.045 2.052
C -0.294 -1.316 -1.584
C 1.045 3.170 -0.087
C -1.431 -2.115 -1.825
C -0.697 -1.654 0.788
C -1.816 -2.481 0.535
H -2.336 -2.897 1.454
H -1.583 -2.327 -2.883
H -0.423 -1.445 1.859
H -3.172 -3.127 -1.115
H 0.224 -0.881 -2.290
H 0.146 2.841 2.401
H 0.213 3.140 -0.878
H 0.516 1.186 2.668
H 0.939 4.133 0.490
H 2.017 3.393 -0.685

E = -157459.0512 eV
LUMO level = 0.01608 hartree
E_HOMO = -9.7 eV
Orbital gap = 10.100 eV


(3)
Computed, not measured: C9H10BrNO3S in the gas phase at a distorted geometry, with ωB97M-V/def2-TZVPD.

CARTESIAN COORDINATES (ANGSTROEM)
Br 3.249 -1.062 -0.243
S -0.898 -1.838 0.447
O -2.221 1.349 -0.843
O -0.252 -2.766 -0.511
O -0.476 -1.863 1.853
N -1.803 -0.418 -2.192
C 0.950 1.704 -0.539
C 1.795 2.611 -0.084
C 2.562 0.896 1.615
C -1.626 0.335 -1.106
C -2.721 -1.962 0.315
C -0.513 -0.229 -0.227
C 1.795 -0.093 0.843
C 0.663 0.392 -0.031
C 2.600 2.109 1.053
H -3.200 -2.566 -0.457
H 3.144 2.894 1.645
H -2.606 -0.182 -2.677
H -2.946 -0.953 0.459
H -1.164 -1.172 -2.396
H 3.078 0.601 2.518
H 1.912 3.569 -0.608
H -3.128 -2.425 1.166
H 0.471 1.925 -1.458
H 1.336 -0.858 1.460

E = -98002.8111 eV
LUMO level = -0.03345 hartree
E_HOMO = -8.8 eV
Orbital gap = 7.902 eV


(4)
Computed, not measured: a molecular structure, C9H10CaN2S at a distorted geometry, with ωB97M-V/def2-TZVPD.

CARTESIAN COORDINATES (ANGSTROEM)
Ca 0.197 0.476 0.809
S 0.765 1.959 2.923
N -1.248 1.243 4.732
N -1.069 -1.273 0.639
C -0.713 0.688 -1.719
C -0.975 1.936 -1.100
C 0.277 2.520 -0.711
C 0.706 0.465 -1.707
C 1.324 1.603 -1.064
C 1.240 -1.865 0.634
C -0.548 -3.041 -0.795
C -0.132 -2.139 0.180
C -0.409 1.493 3.935
H 2.402 1.678 -0.807
H 0.418 3.474 -0.210
H 1.484 -1.911 1.703
H -1.422 0.042 -2.251
H 2.003 -1.418 -0.034
H -1.937 2.409 -1.030
H 1.228 -0.444 -2.112
H -2.076 -1.376 0.479
H 0.063 -3.616 -1.457
H -1.578 -2.904 -1.039

Charge = -2
E = -41747.9409 eV
LUMO level = 0.19534 hartree
E_HOMO = 1.1 eV
Orbital gap = 4.194 eV


(5)
Computed, not measured: a gas-phase ion, C9H10ClO2S (charge -1) at a distorted geometry, with ωB97M-V/def2-TZVPD.

CARTESIAN COORDINATES (ANGSTROEM)
Cl 1.381 -2.132 0.328
S 0.652 0.498 -0.405
O 0.658 1.950 -0.174
O 0.812 0.157 -1.817
C 3.714 -0.140 -0.393
C -1.642 -0.769 0.730
C -3.901 -0.124 0.012
C 1.477 -0.508 1.026
C 2.906 0.017 0.944
C -2.017 0.909 -1.004
C -1.137 0.128 -0.193
C -3.446 0.779 -0.937
C -3.016 -0.832 0.841
H 3.370 -0.533 1.797
H -4.080 1.279 -1.551
H -3.531 -1.419 1.612
H -4.978 -0.089 0.289
H 3.479 -0.952 -0.986
H 3.038 1.078 1.235
H -1.340 1.494 -1.599
H 3.683 0.815 -0.975
H 4.805 -0.261 -0.131
H -0.887 -1.343 1.351

Charge = -1
E = -36946.3563 eV
LUMO level = 0.12749 hartree
E_HOMO = -3.8 eV
Orbital gap = 7.235 eV


(6)
Computed, not measured: C9H10FNO in the gas phase at a distorted geometry, with ωB97M-V/def2-TZVPD.

CARTESIAN COORDINATES (ANGSTROEM)
F 0.733 2.350 0.343
O -0.844 -1.049 0.364
N 0.072 -1.853 -1.548
C 1.875 0.247 -1.648
C 1.012 0.135 -0.573
C 1.821 -0.691 -2.675
C 0.936 -1.742 -2.550
C -2.095 1.016 0.698
C -0.995 -0.230 2.658
C 0.953 1.033 0.579
C -1.061 0.050 1.187
C 0.078 -0.932 -0.612
H 2.594 1.051 -1.672
H -1.973 1.195 -0.369
H -1.990 -0.489 3.030
H 0.908 -2.539 -3.281
H -3.100 0.626 0.869
H 2.469 -0.612 -3.534
H 1.584 0.884 1.442
H -0.320 -1.056 2.864
H -0.659 0.647 3.205
H -1.997 1.961 1.223

E = -15748.0608 eV
LUMO level = 0.02987 hartree
E_HOMO = -8.0 eV
Orbital gap = 8.793 eV


(7)
Computed, not measured: a molecular structure, C9H10HgN2O4 at a distorted geometry, with ωB97M-V/def2-TZVPD.

CARTESIAN COORDINATES (ANGSTROEM)
Hg -0.025 -0.085 -3.463
O -3.540 0.172 -0.795
O 3.522 -0.163 -0.710
O -0.165 -3.436 -0.655
O 0.161 3.358 -0.329
N 0.000 0.012 3.762
N 0.000 -0.008 1.268
C -2.447 0.115 -1.119
C -0.028 -0.692 -5.621
C 0.610 1.138 4.486
C -0.114 -2.368 -1.050
C -0.603 -1.121 4.467
C 0.039 0.715 -5.569
C 0.107 2.318 -0.791
C 2.427 -0.119 -1.030
C 0.005 0.012 2.445
H -0.853 1.317 -5.745
H -1.650 -1.208 4.143
H -0.099 -2.040 4.137
H 1.666 1.233 4.173
H 0.531 0.986 5.581
H 0.886 -1.269 -5.787
H 0.984 1.228 -5.751
H -0.993 -1.180 -5.784
H 0.107 2.074 4.178
H -0.529 -0.989 5.559

Charge = +2
E = -24817.2409 eV
LUMO level (spin up / spin down) = -0.28853 / -0.40397 hartree
E_HOMO (spin up / spin down) = -18.1 / -14.3 eV
Orbital gap (spin up / spin down) = 10.263 / 3.313 eV


(8)
Computed, not measured: a molecular structure, C9H10MgN3S2, with ωB97M-V/def2-TZVPD.

CARTESIAN COORDINATES (ANGSTROEM)
S 2.979 0.933 0.074
S 3.690 0.199 -2.750
Mg 0.494 1.343 0.710
N -1.318 0.386 1.191
N 1.256 0.019 -1.840
N 0.304 0.181 -0.889
C 4.321 -1.422 -2.227
C -3.173 -0.386 2.498
C -1.648 -0.509 0.187
C -2.085 0.427 2.284
C 2.444 0.381 -1.465
C 0.176 3.388 0.671
C -3.509 -1.323 1.488
C -0.781 -0.573 -0.918
C -2.767 -1.370 0.344
H -0.777 3.896 0.861
H -3.752 -0.310 3.407
H 0.903 4.108 0.283
H -4.342 -2.000 1.633
H -1.805 1.175 3.021
H 5.213 -1.636 -2.815
H 3.562 -2.182 -2.403
H -0.956 -1.280 -1.726
H -3.002 -2.070 -0.448
H 4.576 -1.377 -1.169

Charge = -1
E = -41080.9239 eV
LUMO level (spin up / spin down) = 0.10917 / 0.10796 hartree
E_HOMO (spin up / spin down) = -4.0 / -2.5 eV
Orbital gap (spin up / spin down) = 6.934 / 5.461 eV